{
  "formula": "C4H3AgO5",
  "method": "ωB97M-V/def2-TZVPD",
  "elements": ["Ag", "O", "O", "O", "O", "O", "C", "C", "C", "C", "H", "H", "H"],
  "coordinates": [[-1.0236, -0.7586, -4.3439], [1.4554, 1.1002, 0.7919], [-0.9409, -1.2089, 0.1079], [3.4557, 0.0649, 0.5650], [-0.9615, -1.0141, -2.1176], [-0.3783, 0.7065, -0.8045], [-0.7290, -0.3292, 1.2237], [2.2849, 0.1564, 0.5184], [-0.1280, 0.9070, 0.5652], [-0.7631, -0.5569, -1.0203], [-0.0528, -0.8185, 1.9332], [-0.5234, 1.8718, 0.8852], [-1.6954, -0.1205, 1.6959]],
  "total_charge": 1,
  "de_lowest_kcal_mol": 26.1,
  "energy_ev": -18423.3924,
  "lumo_energy_ev": [-5.964, -5.965],
  "multiplicity": 2,
  "homo_lumo_gap_ev": [5.34, 9.33]
}